46
Properties=species:S:1:pos:R:3:forces:R:3 method="wB97M-V/def2-TZVPD" spin_multiplicity=4 e_tot_ha=-2471.149605 orbital_gap_ha="0.300 / 0.331"
Cr 0.695 0.841 -0.003 0.22 -0.18 0.04
O 4.150 2.572 -1.300 -0.01 -0.01 0.03
C 3.095 1.976 -1.135 0.03 0.01 -0.08
N 2.508 1.624 0.015 -0.12 0.03 0.04
C 3.101 2.042 1.259 0.04 -0.01 0.05
C 2.207 1.589 2.383 -0.05 -0.01 -0.02
C 2.533 1.771 3.720 0.02 0.02 -0.06
C 1.652 1.341 4.693 0.01 0.00 0.04
C 0.460 0.734 4.318 -0.02 -0.01 -0.06
C 0.197 0.582 2.974 0.03 0.01 0.09
N 1.054 0.998 2.032 -0.07 -0.05 -0.01
C 2.263 1.528 -2.324 0.00 0.01 0.04
C 2.676 1.735 -3.624 -0.05 -0.03 0.05
C 1.854 1.296 -4.651 0.06 0.03 -0.04
C 0.660 0.664 -4.347 -0.08 -0.04 0.07
C 0.312 0.492 -3.017 0.08 0.03 -0.11
N 1.101 0.922 -2.033 -0.10 -0.03 -0.07
H 3.216 3.131 1.304 0.00 0.00 0.00
H 4.104 1.624 1.399 0.00 0.01 -0.02
H 3.469 2.249 3.975 -0.01 0.00 0.03
H 1.891 1.476 5.740 0.00 0.00 0.00
H -0.256 0.386 5.047 0.01 0.01 0.02
H -0.712 0.120 2.611 0.01 0.00 -0.02
H 3.621 2.234 -3.785 0.00 0.00 -0.03
H 2.145 1.443 -5.683 0.00 0.00 0.00
H -0.004 0.303 -5.120 0.02 0.01 -0.02
H -0.601 -0.004 -2.713 0.00 0.01 0.02
C -2.634 -3.797 -1.739 0.00 0.01 0.03
Si -2.771 -2.904 -0.097 0.00 0.00 -0.01
C -2.399 -4.090 1.305 0.00 0.03 -0.02
C -4.496 -2.203 0.100 0.03 -0.03 0.00
C -1.557 -1.531 -0.057 -0.03 -0.04 -0.02
C -0.747 -0.615 -0.033 0.09 0.15 0.03
H -3.340 -4.628 -1.790 0.00 0.00 0.00
H -1.628 -4.196 -1.885 0.01 0.00 0.01
H -2.848 -3.121 -2.569 -0.01 0.01 0.00
H -3.102 -4.925 1.313 -0.01 0.00 -0.01
H -2.466 -3.581 2.268 -0.01 0.00 0.00
H -1.390 -4.496 1.213 0.00 0.00 -0.01
H -5.246 -2.998 0.082 0.00 0.00 0.00
H -4.725 -1.502 -0.704 0.00 0.00 0.00
H -4.592 -1.667 1.046 0.00 0.00 0.00
F -0.061 3.566 -0.338 0.09 -0.04 0.03
C -0.652 2.341 -0.093 -0.23 0.08 -0.04
F -1.319 2.473 1.109 0.01 0.02 -0.01
H -1.418 2.204 -0.865 0.01 -0.01 0.02

***

44
Properties=species:S:1:pos:R:3:forces:R:3 method="wB97M-V/def2-TZVPD" e_tot_ha=-1153.440797 orbital_gap_ha=0.357 relative_energy_kj_mol=43.4 smiles="CCOC(=O)C(F)(C(=O)OCC)c1ccccc1.c1ccncc1"
C 2.040 2.873 -2.502 -0.04 0.28 -0.02
C 2.251 1.486 -1.970 -0.33 -0.37 0.13
O 0.910 0.932 -1.741 0.24 -0.61 0.13
C 0.914 -0.247 -1.111 1.40 -1.04 0.41
C -0.438 -0.935 -0.725 -0.39 1.14 -1.93
C -1.690 -0.017 -0.871 -1.43 -0.05 0.22
O -2.804 -0.484 -0.719 0.94 0.65 -0.24
O -1.500 1.301 -1.024 -0.54 -0.70 0.08
C -2.745 2.069 -0.865 0.53 -0.19 0.03
C -2.358 3.491 -1.170 -0.06 0.23 0.09
C -0.666 -2.332 -1.284 0.67 -0.08 0.31
C -1.775 -2.989 -0.758 -0.29 -0.62 0.09
C -1.938 -4.358 -0.921 0.38 -0.12 -0.04
C -0.925 -5.108 -1.536 -0.24 0.37 -0.70
C 0.232 -4.455 -1.972 -0.04 -0.02 0.13
C 0.385 -3.074 -1.802 -0.36 -0.35 -0.01
O 1.942 -0.831 -0.808 -0.99 0.78 -0.22
H 3.000 3.345 -2.719 0.03 -0.06 0.02
H 1.456 2.862 -3.426 0.01 0.00 0.15
H 1.531 3.483 -1.752 -0.05 0.00 -0.16
H 2.789 0.843 -2.678 -0.17 0.06 0.22
H 2.777 1.477 -1.010 -0.04 -0.02 -0.25
H -3.530 1.691 -1.538 0.42 0.00 0.28
H -3.046 1.918 0.181 -0.18 0.13 -0.38
H -3.248 4.124 -1.127 0.05 0.02 -0.01
H -1.645 3.856 -0.421 -0.06 -0.02 -0.26
H -1.923 3.572 -2.174 -0.06 -0.02 0.28
H -2.446 -2.443 -0.113 -0.16 -0.16 -0.37
H -2.828 -4.834 -0.511 0.28 0.03 -0.14
H -1.079 -6.172 -1.752 0.22 0.38 0.32
H 1.059 -5.010 -2.410 -0.20 -0.03 0.11
H 1.345 -2.591 -1.909 -0.04 -0.18 -0.52
F -0.397 -1.196 0.589 0.44 0.43 2.31
N 1.036 0.442 2.600 -1.91 -0.84 -2.56
C 1.018 -0.596 3.405 0.93 0.60 1.52
C 1.393 -0.403 4.746 -0.29 0.11 -0.37
C 1.655 0.909 5.169 -0.01 -0.09 -0.51
C 1.477 1.979 4.280 -0.22 0.10 -0.14
C 1.094 1.695 2.964 0.93 -0.14 1.60
H 0.727 -1.582 3.029 0.36 0.38 -0.15
H 1.471 -1.270 5.401 -0.02 0.36 0.08
H 1.991 1.094 6.180 -0.03 0.03 0.04
H 1.633 3.021 4.552 -0.04 -0.25 0.32
H 0.857 2.462 2.224 0.35 -0.12 0.12

***

44
Properties=species:S:1:pos:R:3:forces:R:3 method="wB97M-V/def2-TZVPD" charge=-1 e_tot_ha=-1576.588327 orbital_gap_ha=0.221
C -0.146 -3.109 1.437 0.11 0.42 -0.06
C 1.322 -2.717 1.122 -0.65 0.02 -0.23
C 1.399 -1.251 0.848 0.01 -0.67 -0.30
C 0.866 -0.790 -0.326 0.36 0.51 0.54
C 0.865 0.585 -0.651 0.05 -0.04 -0.07
C 0.196 0.908 -1.977 -0.43 -0.16 0.57
C -1.282 0.596 -1.847 -0.02 0.26 -0.10
C -2.100 1.546 -1.227 -0.09 -0.36 -0.07
C -3.450 1.287 -1.044 0.36 -0.19 -0.15
C -3.980 0.080 -1.488 0.10 0.04 0.04
C -3.184 -0.880 -2.110 -0.13 0.35 0.26
C -3.795 -2.180 -2.540 -0.07 -0.09 0.02
C -1.830 -0.603 -2.285 -0.14 0.08 0.04
C 1.411 1.515 0.217 0.25 0.28 0.14
P 1.320 3.283 -0.265 -0.69 -0.02 -0.60
N 1.051 4.150 1.197 0.33 -0.30 0.03
O 2.880 3.770 -0.533 0.12 0.00 0.34
C 1.995 1.046 1.444 -0.10 0.17 -0.21
N 2.547 1.950 2.289 0.21 -0.15 -0.09
C 3.035 1.467 3.396 -0.05 0.24 0.03
C 3.003 0.106 3.712 0.16 -0.33 0.48
N 2.500 -0.805 2.928 -0.07 0.33 -0.16
C 1.986 -0.331 1.767 -0.26 -0.13 -0.40
H -0.244 -3.586 2.408 -0.01 -0.29 -0.01
H -0.554 -3.732 0.644 0.02 -0.30 0.04
H -0.776 -2.220 1.471 -0.11 0.11 0.05
H 1.961 -2.992 1.949 0.25 -0.09 0.02
H 1.603 -3.256 0.168 -0.03 0.65 1.45
H 0.434 -1.486 -1.026 0.04 -0.24 -0.05
H 0.647 0.284 -2.743 0.08 0.04 -0.18
H 0.286 1.960 -2.208 0.24 0.10 -0.27
H -1.656 2.465 -0.874 0.02 0.13 0.01
H -4.070 2.015 -0.544 -0.15 0.05 0.02
H -5.029 -0.125 -1.325 -0.13 -0.06 -0.02
H -3.777 -2.309 -3.620 0.06 0.03 -0.14
H -3.291 -3.039 -2.102 0.18 -0.03 0.04
H -4.831 -2.218 -2.216 -0.17 -0.04 -0.02
H -1.196 -1.345 -2.750 0.11 -0.07 -0.07
H 1.429 5.084 1.111 -0.07 0.11 0.06
H 0.065 4.179 1.410 -0.13 0.21 -0.03
H 3.412 3.049 -0.881 0.07 -0.07 0.06
H 3.465 2.159 4.108 0.11 0.17 0.04
H 3.411 -0.216 4.662 0.08 -0.13 0.12
I 2.104 -4.296 -1.705 0.17 -0.54 -1.15